1.
This record from the Open Molecules 2025 dataset describes an isolated ion of composition C6H14N2 and charge +1 at a distorted geometry. The level of theory is ωB97M-V/def2-TZVPD.

Summary:
* HOMO (alpha / beta): -8.9 / -12.4 eV
* ⟨S²⟩: 0.759
* charge: +1
* largest force on an atom: 0.0930 Eh/bohr
* multiplicity: 2

CARTESIAN COORDINATES (ANGSTROEM)
1 C 1.181 0.486 -2.048
2 C 1.489 -0.756 -1.165
3 C 0.203 -1.043 -0.245
4 C -0.142 0.167 0.518
5 C -1.194 0.289 1.337
6 N -1.365 1.370 2.193
7 C -2.544 1.809 2.487
8 N 1.814 -1.938 -2.235
9 H 1.188 0.239 -3.093
10 H 1.623 1.347 -1.847
11 H 0.157 0.812 -1.906
12 H 2.222 -0.889 -0.448
13 H 0.496 -1.841 0.566
14 H -0.626 -1.445 -0.993
15 H 0.570 1.004 0.298
16 H -1.938 -0.535 1.590
17 H -0.615 1.499 2.847
18 H -3.348 2.083 1.826
19 H -2.546 2.290 3.459
20 H 2.276 -1.431 -3.070
21 H 2.516 -2.608 -1.723
22 H 0.915 -2.259 -2.523

Calculated atomic charges, method Löwdin, unit e: C -0.03; C -0.23; C -0.19; C -0.15; C -0.13; N -0.11; C -0.06; N 0.19; H 0.08; H 0.04; H 0.09; H 0.11; H 0.15; H 0.16; H 0.13; H 0.15; H 0.14; H 0.06; H 0.07; H 0.18; H 0.22; H 0.13

---

2.
This record from the Open Molecules 2025 dataset describes C6H14N2 as an isolated structure at a distorted geometry. The level of theory is ωB97M-V/def2-TZVPD.

Summary:
* HOMO (alpha / beta): -12.1 / -12.1 eV
* ⟨S²⟩: 0.760
* charge: +1
* largest force on an atom: 0.0957 Eh/bohr
* multiplicity: 2

CARTESIAN COORDINATES (ANGSTROEM)
1 C 0.214 -1.356 0.010
2 N 1.721 -1.104 0.117
3 C 2.057 0.351 0.497
4 N 3.389 0.735 -0.051
5 C -0.892 -0.643 -0.896
6 C -2.252 -0.689 -0.196
7 C -2.469 0.446 0.616
8 C -2.539 1.794 -0.010
9 H 0.116 -2.363 -0.109
10 H 0.006 -1.002 0.963
11 H 2.198 -1.177 -0.847
12 H 1.404 1.082 0.019
13 H 2.297 0.360 1.590
14 H 3.667 1.718 -0.203
15 H 4.161 0.285 0.465
16 H -1.100 -1.257 -1.729
17 H -0.324 0.280 -1.301
18 H -3.054 -0.974 -0.881
19 H -1.459 1.207 0.393
20 H -3.065 0.412 1.532
21 H -2.533 2.713 0.507
22 H -2.791 1.882 -0.992

Calculated atomic charges, method Löwdin, unit e: C -0.18; N -0.05; C -0.29; N -0.03; C -0.17; C -0.01; C -0.06; C 0.19; H 0.08; H 0.07; H 0.13; H 0.09; H 0.12; H 0.08; H 0.08; H 0.08; H 0.15; H 0.15; H 0.19; H 0.17; H 0.11; H 0.09

---

It is found that the relative energy (zero: lowest compared OMol25 entry of this formula, charge and spin) values, taken in the order of the records, are 268.5; 612.9 kJ/mol.
It is found that the E_tot values, taken in the order of the records, are -9418.32147; -9414.75273 eV.